C16H19NO3 | ωB97M-V/def2-TZVPD

Output
HOMO-LUMO gap	0.3214	hartree
SMILES	CCCCCCn1cc(C(=O)O)c(=O)c2ccccc21
E_LUMO	-0.08	eV
E_HOMO	-0.324	hartree

Atoms and positions in Å:
C 0.89 2.04 -1.75
C -0.61 2.29 -1.88
C -1.47 1.19 -1.23
C -2.18 1.63 0.05
C -1.26 1.94 1.24
H -1.78 2.62 1.92
H -0.37 2.46 0.88
C -0.84 0.73 2.08
N 0.06 -0.17 1.38
C 1.33 0.23 1.27
C 2.30 -0.44 0.57
C 1.99 -1.66 -0.12
O 2.81 -2.30 -0.78
C 0.60 -2.10 0.04
C 0.21 -3.30 -0.57
C -1.08 -3.76 -0.47
C -2.01 -3.03 0.26
C -1.65 -1.85 0.87
C -0.34 -1.35 0.78
H -2.41 -1.31 1.42
H -3.02 -3.38 0.35
H -1.37 -4.69 -0.94
H 0.97 -3.83 -1.12
C 3.67 0.16 0.54
O 3.92 1.19 1.11
O 4.57 -0.51 -0.16
H 4.15 -1.33 -0.56
H 1.61 1.14 1.77
H -0.32 1.09 2.97
H -1.73 0.19 2.41
H -2.89 0.86 0.35
H -2.75 2.53 -0.18
H -2.25 0.88 -1.93
H -0.85 0.31 -1.04
H -0.85 2.35 -2.94
H -0.85 3.25 -1.44
H 1.44 2.81 -2.28
H 1.16 1.07 -2.18
H 1.22 2.05 -0.71

***

C18H48AsF6O18S6 | ωB97M-V/def2-TZVPD

Output
HOMO-LUMO gap	0.3715	hartree
charge	-1
E_LUMO	1.45	eV
E_HOMO	-0.318	hartree

Atoms and positions in Å:
As -0.03 0.48 1.28
F 0.46 2.18 1.43
F 0.24 0.57 -0.51
F -0.72 -1.20 1.09
F -0.43 0.38 2.99
F -1.72 1.06 1.07
F 1.57 -0.22 1.52
O 5.79 -0.78 4.01
S 5.94 -1.17 2.59
O 7.27 -1.17 2.01
O 5.27 -2.72 2.46
C 4.04 -2.93 3.10
C 3.62 -4.39 2.87
C 4.78 -0.17 1.54
H 3.22 -2.28 2.82
H 4.27 -2.82 4.16
H 2.81 -4.71 3.53
H 4.45 -5.01 3.22
H 3.26 -4.65 1.88
H 5.28 0.79 1.39
H 3.88 -0.16 2.16
H 4.65 -0.63 0.56
O -2.25 6.56 4.39
S -1.43 5.57 3.65
O -0.74 5.96 2.41
O -0.40 4.78 4.72
C 0.62 3.98 4.10
C 1.92 3.92 4.91
C -2.52 4.13 3.39
H 0.93 4.34 3.12
H 0.35 2.94 3.92
H 2.61 3.53 4.16
H 1.87 3.18 5.71
H 2.16 4.94 5.20
H -3.12 4.06 4.31
H -1.89 3.28 3.14
H -3.19 4.35 2.56
O -1.61 6.37 -1.23
S -2.15 5.05 -1.01
O -2.98 4.69 0.12
O -2.95 4.61 -2.43
C -3.74 3.46 -2.40
C -5.21 3.83 -2.51
C -0.68 3.93 -1.13
H -3.50 2.85 -1.53
H -3.44 2.96 -3.33
H -5.39 4.31 -1.55
H -5.87 2.97 -2.64
H -5.38 4.57 -3.30
H -1.01 2.91 -0.91
H 0.04 4.24 -0.37
H -0.39 4.13 -2.16
O -0.74 -6.52 -2.05
S -1.15 -5.45 -2.94
O -2.55 -5.01 -2.90
O -0.12 -4.17 -2.62
C -0.44 -2.88 -3.17
C -1.39 -2.09 -2.25
C -0.67 -5.98 -4.67
H -0.83 -2.99 -4.18
H 0.43 -2.23 -3.25
H -1.15 -2.37 -1.22
H -2.44 -2.34 -2.36
H -1.31 -1.01 -2.33
H -1.07 -6.99 -4.78
H 0.41 -5.90 -4.67
H -1.23 -5.32 -5.33
O 2.23 4.21 -1.37
S 3.61 4.01 -1.73
O 4.73 4.56 -0.93
O 3.87 2.34 -1.90
C 2.71 1.58 -2.25
C 3.10 0.19 -2.74
C 3.88 4.53 -3.46
H 2.25 2.02 -3.13
H 2.10 1.58 -1.35
H 3.76 -0.18 -1.95
H 3.54 0.11 -3.73
H 2.25 -0.48 -2.71
H 3.83 5.61 -3.59
H 3.17 4.10 -4.17
H 4.83 4.06 -3.72
O -3.28 -4.69 3.30
S -3.02 -5.17 1.94
O -2.45 -6.54 1.76
O -4.35 -4.88 1.01
C -4.62 -5.72 -0.05
C -5.13 -4.91 -1.17
C -1.87 -4.00 1.19
H -5.32 -6.52 0.18
H -3.69 -6.18 -0.39
H -4.28 -4.26 -1.36
H -5.95 -4.27 -0.85
H -5.42 -5.46 -2.06
H -1.24 -4.43 0.41
H -1.26 -3.83 2.08
H -2.31 -3.04 0.94

***

C28H56Cl4O24 | ωB97M-V/def2-TZVPD

Output
HOMO-LUMO gap	0.3948	hartree
SMILES	COC(=O)OC.COC(=O)OC.COC(=O)OC.COC(=O)OC.COC(=O)OC.COC(=O)OC.COC(=O)OC.COC(=O)OC.ClCCCl.ClCCCl
E_LUMO	0.51	eV
E_HOMO	-0.376	hartree

Atoms and positions in Å:
Cl -2.70 1.15 5.62
C -1.06 0.57 5.10
C -0.47 1.70 4.30
Cl -0.21 3.10 5.37
H -1.15 -0.25 4.42
H -0.52 0.36 5.98
H -1.09 2.03 3.46
H 0.50 1.36 3.99
Cl 1.47 2.18 0.39
C 0.94 0.72 -0.67
C 0.95 -0.47 0.27
Cl 0.09 -1.75 -0.63
H 1.71 0.74 -1.47
H -0.04 0.85 -1.07
H 0.26 -0.18 1.06
H 1.88 -0.90 0.58
C 0.77 -9.08 -3.91
O 1.37 -8.66 -2.59
C 1.55 -7.32 -2.61
O 1.60 -6.59 -3.56
O 1.67 -6.91 -1.37
C 1.86 -5.53 -1.13
H 0.74 -10.13 -3.81
H 1.39 -8.67 -4.73
H -0.29 -8.79 -3.99
H 2.63 -5.09 -1.72
H 2.00 -5.43 -0.10
H 0.98 -5.00 -1.51
C -0.76 9.20 -1.37
O 0.31 9.06 -0.45
C 0.50 7.79 -0.06
O -0.18 6.82 -0.24
O 1.61 7.80 0.70
C 1.92 6.59 1.34
H -0.74 8.54 -2.25
H -0.59 10.15 -1.79
H -1.68 9.20 -0.85
H 2.59 6.73 2.15
H 2.40 5.92 0.61
H 0.97 6.06 1.61
C -1.67 1.95 -3.51
O -1.55 3.41 -3.53
C -0.40 3.93 -3.93
O 0.64 3.39 -4.10
O -0.57 5.27 -3.94
C 0.61 6.07 -3.84
H -2.51 1.66 -4.20
H -1.93 1.63 -2.49
H -0.66 1.55 -3.80
H 0.85 6.24 -2.85
H 0.35 7.00 -4.28
H 1.44 5.59 -4.38
C 0.67 -2.65 2.89
O 1.10 -1.45 3.59
C 2.21 -1.52 4.29
O 2.95 -2.50 4.37
O 2.32 -0.31 4.85
C 3.50 0.06 5.43
H 0.43 -3.46 3.49
H 1.46 -2.95 2.19
H -0.16 -2.34 2.28
H 3.52 -0.18 6.50
H 3.47 1.13 5.35
H 4.39 -0.40 4.88
C 4.97 -0.19 -0.87
O 5.78 -1.23 -0.32
C 5.15 -2.13 0.42
O 3.97 -2.08 0.58
O 6.08 -2.95 0.93
C 5.54 -4.12 1.66
H 4.26 -0.59 -1.60
H 5.67 0.56 -1.29
H 4.50 0.39 -0.08
H 6.22 -4.28 2.43
H 5.58 -5.03 1.00
H 4.52 -3.86 1.97
C -1.83 3.84 0.66
O -2.41 2.79 -0.09
C -3.34 3.13 -0.98
O -4.00 2.29 -1.54
O -3.61 4.42 -1.11
C -4.60 4.79 -2.11
H -1.45 4.67 0.10
H -1.00 3.44 1.24
H -2.66 4.17 1.22
H -4.49 4.21 -3.01
H -4.48 5.84 -2.16
H -5.63 4.56 -1.80
C -4.60 2.11 2.26
O -3.25 1.76 2.18
C -2.85 0.74 1.43
O -1.70 0.26 1.44
O -3.87 0.35 0.63
C -3.67 -0.64 -0.36
H -4.95 2.50 1.26
H -4.55 2.92 2.95
H -5.20 1.37 2.67
H -2.81 -0.40 -0.95
H -4.62 -0.73 -0.82
H -3.42 -1.60 0.09
C -1.16 -8.42 -0.02
O -1.67 -7.09 -0.31
C -1.78 -6.77 -1.62
O -1.41 -7.40 -2.55
O -2.42 -5.59 -1.67
C -2.36 -4.79 -2.88
H -2.01 -9.15 0.13
H -0.70 -8.35 0.97
H -0.46 -8.82 -0.82
H -2.77 -3.83 -2.61
H -2.84 -5.22 -3.77
H -1.28 -4.79 -3.20

***

C4H15N2 | ωB97M-V/def2-TZVPD

Output
HOMO-LUMO gap	0.4274	hartree
charge	+1
E_LUMO	-2.85	eV
E_HOMO	-0.532	hartree

Atoms and positions in Å:
C 1.12 0.70 1.88
C 0.96 -0.75 1.52
N 1.45 -1.02 0.12
H 0.50 1.38 1.29
H 0.86 0.94 2.91
H 2.16 1.01 1.73
H 1.49 -1.38 2.23
H -0.09 -1.06 1.56
H 2.35 -0.56 0.04
H 1.72 -1.99 0.12
C -2.08 -0.41 -0.62
N -0.79 -0.16 -1.32
C -0.49 1.24 -1.74
H -2.14 -1.48 -0.42
H -2.06 0.14 0.32
H -2.91 -0.09 -1.23
H -0.75 -0.76 -2.15
H 0.03 -0.47 -0.70
H -1.17 1.54 -2.53
H 0.52 1.28 -2.13
H -0.66 1.89 -0.89

***

CH4FP | ωB97M-V/def2-TZVPD

Output
HOMO-LUMO gap	0.3629	hartree
SMILES	C=P.F
E_LUMO	0.14	eV
E_HOMO	-0.358	hartree

Atoms and positions in Å:
C 0.11 0.17 -1.79
F -1.99 -1.92 0.20
P 0.81 0.43 -0.26
H -2.63 -1.47 -0.32
H -0.04 -0.87 -2.07
H -0.19 0.85 -2.55
H 1.02 -0.86 0.15

***

C10H13NO | ωB97M-V/def2-TZVPD

Output
HOMO-LUMO gap	0.2982	hartree
E_LUMO	0.12	eV
E_HOMO	-0.294	hartree

Atoms and positions in Å:
C 1.77 -0.66 0.24
C 0.59 -1.49 0.18
C -0.52 -0.71 -0.40
C -1.90 -1.34 -0.54
C -2.97 -0.87 0.45
C -2.89 0.73 0.56
C -1.90 1.39 -0.38
C -0.57 0.81 -0.21
C 0.66 1.39 -0.09
C 1.80 0.56 0.16
H 3.73 -1.87 0.68
H 3.97 -0.16 -0.34
H 0.88 -2.57 0.37
H -2.16 -0.74 -1.60
H -1.68 -2.44 -0.75
H -4.06 -1.09 0.07
H -2.79 -1.45 1.39
H -3.77 1.12 0.09
H -2.75 0.65 1.67
H -2.42 0.98 -1.28
H -2.10 2.63 -0.42
H 0.62 2.41 0.26
H 2.47 2.13 0.81
N 3.21 -1.16 -0.11
O 2.91 1.21 0.00

***

C12H17N | ωB97M-V/def2-TZVPD

Output
HOMO-LUMO gap	0.3254	hartree
SMILES	Cc1c[nH]c2ccccc12.CCC
E_LUMO	0.93	eV
E_HOMO	-0.291	hartree

Atoms and positions in Å:
C -1.33 -2.54 1.87
C -1.30 0.02 -0.85
C -1.70 -0.43 0.47
C -1.29 -1.84 0.54
C -0.81 -2.21 -0.71
C -1.65 1.23 -1.39
C -2.40 2.07 -0.62
C -2.49 1.76 0.74
C -2.22 0.53 1.24
N -0.80 -1.06 -1.58
H -1.58 1.75 -2.37
H -3.09 2.86 -0.87
H -0.75 -1.10 -2.58
H -3.05 2.54 1.28
H -0.23 -3.15 -1.04
H -2.50 0.22 2.29
H -1.95 -2.04 2.58
H -0.23 -2.53 2.27
H -1.55 -3.60 1.74
C 3.12 1.22 -0.58
C 2.75 -0.18 -1.17
C 2.58 1.30 0.82
H 2.63 2.10 -1.16
H 4.20 1.29 -0.57
H 1.70 -0.49 -1.05
H 2.88 -0.10 -2.32
H 1.75 0.72 1.14
H 2.59 2.21 1.35
H 3.36 -1.02 -0.73
H 3.36 0.48 1.26

***

C6H9N3O2 | ωB97M-V/def2-TZVPD

Output
HOMO-LUMO gap (spin up / spin down)	0.2604 / 0.2726	hartree
E_LUMO (spin up / spin down)	0.48 / -1.98	eV
E_HOMO (spin up / spin down)	-0.243 / -0.346	hartree
<S²>	2.0205
2S+1	3

Atoms and positions in Å:
C -1.07 -2.29 -0.07
C 0.18 -0.44 -0.33
C -1.93 -0.19 0.10
C 2.56 0.12 -0.64
C 1.17 1.41 0.99
C 1.11 0.62 -0.39
N 0.12 -1.66 -0.28
N -2.13 -1.47 0.08
N -2.89 0.79 -0.04
O -2.41 1.89 -0.41
O -4.09 0.60 0.20
H -1.08 -3.35 0.29
H 3.34 0.53 0.03
H 2.98 0.42 -1.66
H 2.53 -0.98 -0.52
H 0.12 1.55 1.09
H 1.90 2.25 0.78
H 1.72 0.75 1.71
H 0.84 1.37 -1.11
H -2.97 -1.92 0.19

***

C2H4N4O2 | ωB97M-V/def2-TZVPD

Output
HOMO-LUMO gap	0.3565	hartree
E_LUMO	-0.27	eV
E_HOMO	-0.366	hartree

Atoms and positions in Å:
C -1.72 0.34 0.00
C 0.31 1.14 -0.25
H 1.91 -1.35 -0.22
H 0.63 -1.59 1.15
H -1.12 -1.50 -0.62
H 1.81 0.84 0.18
N 1.37 -0.69 0.37
N 0.38 -0.16 -0.59
N -0.82 -0.68 -0.27
N 1.24 1.90 0.11
O -2.95 0.33 0.22
O -1.04 1.42 -0.08

***

C32H26F2IrN5OS2 | ωB97M-V/def2-TZVPD

Output
HOMO-LUMO gap	0.2728	hartree
E_LUMO	-0.03	eV
E_HOMO	-0.274	hartree

Atoms and positions in Å:
Ir 0.30 -0.71 0.41
C -1.36 -0.12 -2.49
C 0.05 0.01 -2.05
N 0.33 0.82 -1.05
N 1.56 1.50 -1.15
C 2.25 1.60 -0.08
S 2.01 0.69 1.38
S 3.54 2.80 -0.04
C 2.76 4.11 -1.02
C 1.50 4.62 -0.37
C 0.25 4.35 -0.92
C -0.91 4.78 -0.29
C -0.83 5.49 0.91
C 0.42 5.76 1.46
C 1.57 5.32 0.83
C 1.13 -0.66 -2.77
C 1.28 -0.64 -4.16
C 2.34 -1.28 -4.77
C 3.25 -1.97 -3.97
C 3.10 -2.05 -2.61
C 2.02 -1.41 -1.97
O 1.82 -1.62 -0.68
H -1.50 0.60 -3.30
H -2.05 0.16 -1.70
H -1.59 -1.11 -2.87
H 2.56 3.73 -2.02
H 3.52 4.89 -1.09
H 0.20 3.78 -1.84
H -1.87 4.56 -0.73
H -1.73 5.83 1.40
H 0.49 6.31 2.39
H 2.54 5.52 1.28
H 0.57 -0.07 -4.75
H 2.46 -1.23 -5.84
H 4.09 -2.47 -4.44
H 3.80 -2.60 -2.00
F -1.88 -5.09 -1.94
C -2.05 -3.98 -1.19
C -0.97 -3.15 -0.97
C -1.15 -2.01 -0.20
C -2.42 -1.72 0.32
C -3.47 -2.60 0.07
F -4.70 -2.35 0.57
C -3.31 -3.74 -0.68
C -2.52 -0.44 1.04
C -3.69 0.18 1.47
C -3.64 1.44 2.04
C -2.41 2.08 2.16
C -1.28 1.42 1.73
N -1.33 0.19 1.20
H -0.01 -3.41 -1.40
H -4.14 -4.41 -0.86
H -4.64 -0.32 1.35
H -4.55 1.92 2.37
H -2.33 3.08 2.57
H -0.29 1.86 1.79
N 1.65 -3.69 1.02
C 1.12 -3.17 2.14
C 1.15 -3.92 3.34
C 0.64 -3.39 4.49
C 0.10 -2.10 4.47
C 0.08 -1.44 3.27
N 0.55 -1.94 2.11
H 2.17 -4.54 1.12
H 1.85 -3.08 0.22
H 1.59 -4.91 3.32
H 0.67 -3.97 5.41
H -0.29 -1.63 5.35
H -0.32 -0.44 3.22

***

C23H28N4RhTe | ωB97M-V/def2-TZVPD

Output
HOMO-LUMO gap	0.2681	hartree
charge	+3
E_LUMO	-10.37	eV
E_HOMO	-0.649	hartree

Atoms and positions in Å:
Rh -0.53 -0.06 -0.05
C -2.42 -2.02 -1.23
C -3.00 -0.66 -1.49
N -2.57 0.33 -0.43
C -2.66 1.70 -1.02
C -1.50 1.86 -1.97
C -1.47 2.69 -3.07
C -0.29 2.75 -3.82
C 0.82 2.03 -3.43
C 0.73 1.22 -2.31
C 1.89 0.50 -1.68
N 1.45 -0.53 -0.69
C 1.38 -1.90 -1.30
C 0.04 -2.12 -1.99
N -0.97 -1.90 -0.93
N -0.42 1.13 -1.64
H -2.59 -2.69 -2.08
H -2.89 -2.48 -0.36
H -4.09 -0.69 -1.55
H -2.63 -0.27 -2.45
H -3.19 0.26 0.37
H -2.57 2.43 -0.21
H -3.62 1.85 -1.51
H -2.34 3.27 -3.35
H -0.25 3.39 -4.70
H 1.75 2.09 -3.98
H 2.48 1.24 -1.13
H 2.55 0.06 -2.42
H 2.15 -0.54 0.05
H 1.50 -2.63 -0.50
H 2.21 -2.04 -2.00
H -0.02 -3.13 -2.40
H -0.13 -1.41 -2.80
H -0.77 -2.59 -0.20
Te -0.01 1.77 1.81
C 2.02 1.37 2.16
C 2.95 2.07 1.39
C 4.30 1.92 1.65
C 4.71 1.09 2.69
C 3.78 0.42 3.47
C 2.42 0.56 3.22
C -0.86 -0.06 2.37
C -2.18 -0.10 2.86
C -2.79 -1.32 3.07
C -2.12 -2.52 2.78
C -0.83 -2.49 2.31
C -0.18 -1.26 2.08
H 2.63 2.77 0.62
H 5.03 2.47 1.07
H 5.77 0.99 2.90
H 4.11 -0.20 4.29
H 1.71 0.07 3.86
H -2.69 0.82 3.13
H -3.79 -1.35 3.48
H -2.61 -3.47 2.98
H -0.28 -3.42 2.18
H 0.89 -1.25 1.92

***

C4H2NO3S | ωB97M-V/def2-TZVPD

Output
HOMO-LUMO gap (spin up / spin down)	0.2516 / 0.2757	hartree
charge	-1
E_LUMO (spin up / spin down)	2.80 / 3.02	eV
E_HOMO (spin up / spin down)	-0.149 / -0.165	hartree

Atoms and positions in Å:
C -0.17 -0.25 0.13
C 1.18 0.04 0.25
C -0.40 -1.25 1.10
C 1.10 -0.84 1.40
N -1.69 1.01 -1.09
O 2.11 0.69 -0.29
O -1.00 -2.18 1.55
O 1.70 -1.00 2.43
S -0.99 1.62 -2.43
H -2.05 0.08 -1.17
H 0.21 2.07 -1.88

***

Computed total energy, in the same sequence as the records: -901.61973, -7293.11565, -4746.99964, -270.67296, -481.65358, -518.53454, -522.12051, -548.46340, -447.94753, -2684.55316, -1489.89826, -832.16236 Ha.